Entry 1:
# C4H7NO4

One molecule with the formula C4H7NO4 (ωB97M-V with the def2-TZVPD basis set, the OMol25 dataset).

The calculated total energy comes out at -13939.77254 eV. The SMILES is CO/C(C)=N\OC(=O)O. The calculation puts the HOMO energy at -9.888 eV. The calculation puts the gap between HOMO and LUMO at 10.5830 eV.

ORCA input file:
```
! RIJCOSX wB97M-V def2-TZVPD def2/J DEFGRID3
* xyz 0 1
C -0.76174 1.61547 0.65899
O -0.33403 0.29811 0.36128
C 0.66328 0.09615 -0.56158
C 1.80374 1.04266 -0.70197
N 0.66169 -0.98004 -1.22950
O -0.48518 -1.77505 -1.09194
C -0.79501 -2.13269 0.21037
O 0.01266 -2.36552 1.06716
O -2.09213 -2.45129 0.25944
H -1.44914 2.00006 -0.13495
H 0.07040 2.30372 0.76328
H -1.29565 1.55669 1.60682
H 2.15469 1.36912 0.27479
H 2.60638 0.52832 -1.22171
H 1.50023 1.91113 -1.28814
H -2.26016 -3.01686 1.02765
*
```



Entry 2:
# C4H7NO4

C4H7NO4 as an isolated structure (ωB97M-V with the def2-TZVPD basis set, the OMol25 dataset).

The calculated total energy comes out at -13938.54479 eV. The calculation puts the HOMO energy at -9.512 eV. The calculation puts the gap between HOMO and LUMO at 9.2899 eV.

ORCA input file:
```
! RIJCOSX wB97M-V def2-TZVPD def2/J DEFGRID3
* xyz 0 1
C -0.85515 -0.37771 0.69768
C -1.04190 -1.56032 -0.32080
C -0.57858 0.99145 0.06683
C 0.82285 1.36521 -0.40693
H 0.43747 -2.26347 1.15159
H 1.25049 -0.86023 0.58860
H -1.68035 -0.22489 1.53762
H -1.32306 1.00239 -0.64655
H -0.84753 1.66874 0.93883
H 1.98199 2.82981 -0.65359
H 0.68390 -0.97909 -1.36669
N 0.44211 -0.99886 1.33258
O -2.12371 -2.04024 -0.56843
O 1.36734 0.73792 -1.38799
O 1.36683 2.63599 0.08392
O 0.09731 -1.92670 -1.04669
*
```



Entry 3:
# C4H7NOS

C4H7NOS as an isolated structure (ωB97M-V with the def2-TZVPD basis set, the OMol25 dataset).

The calculated total energy comes out at -18628.77043 eV. The calculation puts the HOMO energy at -8.997 eV. The calculation puts the gap between HOMO and LUMO at 8.8456 eV.

ORCA input file:
```
! RIJCOSX wB97M-V def2-TZVPD def2/J DEFGRID3
* xyz 0 1
C 0.27118 -0.76207 -2.13008
C 1.16163 -0.32160 -0.90577
C 0.31485 0.24926 0.09122
C -1.45801 0.83435 2.71361
H -0.75700 -1.34993 -1.70670
H -0.10938 0.09434 -2.87762
H 0.67901 -1.79357 -2.84451
H 1.80547 0.66176 -1.29951
H 1.99197 -1.03955 -0.50915
H -1.72760 -0.43498 2.08960
H -1.99870 1.22173 3.41684
N -0.19741 1.45881 2.56349
O -0.95612 0.25246 -0.17184
S 0.98011 0.92900 1.57042
*
```



Entry 4:
# C4H7NOS

One molecule with the formula C4H7NOS (ωB97M-V with the def2-TZVPD basis set, the OMol25 dataset).

The calculated total energy comes out at -18628.67665 eV. The calculation puts the HOMO energy (spin up / spin down) at -7.487 / -8.137 eV. The calculation puts the gap between HOMO and LUMO (spin up / spin down) at 6.6015 / 8.5639 eV.

ORCA input file:
```
! RIJCOSX wB97M-V def2-TZVPD def2/J DEFGRID3
* xyz 0 1
C 1.48682 -0.36238 0.60292
C 1.43055 0.50971 -0.27091
C 0.23413 -1.26724 1.01573
C -0.55581 1.81116 -0.95232
N -0.66674 -1.49230 0.03508
O 0.73725 1.07823 -1.22317
S -2.18756 -0.90096 -0.19498
H 2.28535 -0.42348 1.39232
H 0.53767 -2.16502 1.49636
H -0.27847 -0.68231 1.77066
H -0.85465 2.31052 -1.92710
H -0.59130 2.45935 -0.14470
H -1.41626 1.01292 -0.77839
H -0.16099 -1.88820 -0.82152
*
```



Entry 5:
# C4H7NOS

One molecule with the formula C4H7NOS (ωB97M-V with the def2-TZVPD basis set, the OMol25 dataset).

The calculated total energy comes out at -18631.36445 eV. The calculation puts the HOMO energy at -8.479 eV. The calculation puts the gap between HOMO and LUMO at 9.2745 eV.

ORCA input file:
```
! RIJCOSX wB97M-V def2-TZVPD def2/J DEFGRID3
* xyz 0 1
C 0.11769 -0.38813 1.55241
C 0.09929 0.37653 0.30250
C -0.85604 -0.52496 2.44072
C 0.37362 -0.32034 -1.02667
N 1.21764 0.24017 -1.94859
O -1.03738 1.74859 -1.62152
S -1.33457 0.55451 -0.83220
H 1.07102 -1.02222 1.46371
H 0.72499 1.22567 0.26871
H -0.76741 -1.24346 3.33368
H -1.85198 -0.23131 2.19145
H 0.24724 -1.40513 -1.20604
H 1.00051 -0.16934 -2.88375
H 0.99537 1.15941 -2.03441
*
```



Entry 6:
# C4H7NOS

C4H7NOS as an isolated structure (ωB97M-V with the def2-TZVPD basis set, the OMol25 dataset).

The calculated total energy comes out at -18629.95761 eV. The calculation puts the HOMO energy at -8.107 eV. The calculation puts the gap between HOMO and LUMO at 8.6766 eV.

ORCA input file:
```
! RIJCOSX wB97M-V def2-TZVPD def2/J DEFGRID3
* xyz 0 1
C -2.03472 -0.02881 1.38342
C -1.91091 -0.09013 0.08656
C 2.14550 0.40693 -0.25409
C 0.81640 -0.36175 -0.37720
N -0.13669 0.54560 0.25824
O -2.46837 -0.02239 -1.09442
S -0.36573 0.24460 1.95040
H -2.92918 -0.29381 1.81177
H 2.53609 0.56980 0.81385
H 1.80664 1.35516 -0.67320
H 2.89827 0.01384 -0.86816
H 0.89569 -1.45140 0.05973
H 0.61239 -0.49774 -1.40654
H -1.86539 -0.38992 -1.69038
*
```



Entry 7:
# C4H7NOS

One molecule with the formula C4H7NOS (ωB97M-V with the def2-TZVPD basis set, the OMol25 dataset).

The calculated total energy comes out at -18632.83476 eV. The SMILES is C=C(CN)SC=O. The calculation puts the HOMO energy at -9.282 eV. The calculation puts the gap between HOMO and LUMO at 10.0713 eV.

ORCA input file:
```
! RIJCOSX wB97M-V def2-TZVPD def2/J DEFGRID3
* xyz 0 1
C 1.61686 -0.38619 -0.88958
C 0.43117 0.16020 -0.62250
C 0.26770 1.24923 0.40110
N -0.77178 0.89726 1.32142
S -1.03452 -0.26192 -1.51902
C -1.38002 -1.67460 -0.65150
O -0.94619 -1.83824 0.45638
H 2.39676 -0.23521 -0.19916
H 1.67186 -0.90906 -1.81132
H -0.00646 2.18003 -0.08520
H 1.28244 1.36803 0.91087
H -0.44869 0.17497 1.94686
H -1.10860 1.70049 1.90638
H -1.97053 -2.42498 -1.16473
*
```



Entry 8:
# C4H7NOS

One molecule with the formula C4H7NOS (ωB97M-V with the def2-TZVPD basis set, the OMol25 dataset).

As for the expectation value of S²: 2.007. The calculated total energy comes out at -18629.94980 eV. The calculation puts the HOMO energy (spin up / spin down) at -5.714 / -9.208 eV. The calculation puts the gap between HOMO and LUMO (spin up / spin down) at 6.5536 / 6.5824 eV.

ORCA input file:
```
! RIJCOSX wB97M-V def2-TZVPD def2/J DEFGRID3
* xyz 0 3
C 0.61015 0.71515 -0.57783
C -0.92581 0.20621 0.08034
C 0.62068 1.01253 -2.05608
C 0.14222 -1.15428 1.80238
N -1.01131 -0.73291 0.96257
O 1.55773 0.83609 0.12797
S -2.28336 0.81240 -0.69090
H -0.31311 0.48628 -2.51180
H 0.68320 2.05275 -2.33332
H 1.61522 0.47794 -2.38049
H 0.15893 -2.26366 1.97913
H 0.99841 -0.82716 1.21473
H 0.11926 -0.79228 2.96756
H -1.97220 -0.82906 1.41574
*
```



Computed energy relative to the best compared isomer or geometry (same formula, charge and spin) (kcal per mole) in order:
66.06 94.37 133.27 135.43 73.45 105.89 39.55 15.45